Record 1
Density functional theory data (ωB97M-V with the def2-TZVPD basis set) for a molecular structure, C41H49N8O2PRhS2Se.

Element x y z (Å)
Rh -0.36546 -0.33213 -0.19157
C -2.48884 0.81568 -3.08514
C -2.62839 1.91537 -2.07396
C -2.79955 3.23496 -2.46386
C -3.05550 4.21967 -1.51969
C -3.17872 3.88346 -0.18098
C -3.00601 2.57233 0.25264
C -3.20768 2.24141 1.70687
C -2.68812 1.62053 -0.71222
N -2.33572 0.27670 -0.31382
C -3.20824 -0.58059 0.05415
C -4.67592 -0.33509 0.06384
C -2.67424 -1.92564 0.45117
C -3.58514 -2.86158 1.16636
N -1.43752 -2.13388 0.16134
C -0.83537 -3.43015 0.32285
C -1.30756 -4.52206 -0.42095
C -2.42985 -4.43474 -1.42558
C -0.65536 -5.74365 -0.26979
C 0.42505 -5.88384 0.58231
C 0.89842 -4.78120 1.27880
C 0.29262 -3.54008 1.14693
C 0.85921 -2.35358 1.87939
H -2.12071 1.19995 -4.03307
H -3.45708 0.33998 -3.26271
H -1.80148 0.05045 -2.72593
H -2.75238 3.48284 -3.51690
H -3.19115 5.24580 -1.83277
H -3.42151 4.64698 0.54753
H -2.76270 3.00851 2.34032
H -2.78514 1.27901 1.99146
H -4.27358 2.21380 1.94513
H -4.91650 0.62328 -0.38895
H -5.05870 -0.34700 1.08733
H -5.18824 -1.13330 -0.47643
H -4.03082 -2.33640 2.01383
H -3.06062 -3.74090 1.52637
H -4.41232 -3.17429 0.52813
H -2.59187 -3.42277 -1.79931
H -3.37015 -4.79060 -1.00475
H -2.21785 -5.07919 -2.27813
H -1.01116 -6.59695 -0.83363
H 0.90583 -6.84550 0.69721
H 1.75563 -4.88295 1.93186
H 1.79001 -2.61754 2.37824
H 0.16436 -1.95876 2.62197
H 1.10190 -1.52606 1.18675
C 2.01728 3.16903 4.70056
N 1.70833 1.86596 5.27787
C 0.84459 0.95090 4.79574
Se -0.25006 1.12360 3.31236
N 0.86287 -0.10733 5.63515
C 1.73214 0.12452 6.67980
C 2.08304 -0.63303 7.79582
C 3.00019 -0.06524 8.64876
C 3.55668 1.21212 8.40805
C 3.21067 1.96069 7.30806
C 2.27818 1.38827 6.44324
H 1.42023 3.30735 3.80477
H 3.07574 3.21061 4.44999
H 1.78051 3.94751 5.42335
H 0.26038 -0.90730 5.52409
H 1.65611 -1.60777 7.98502
H 3.30537 -0.60754 9.53259
H 4.27191 1.60999 9.11400
H 3.63457 2.93868 7.13083
C 3.29194 -2.71051 -3.25923
N 1.88778 -3.33195 -3.30106
C 1.25370 -2.96244 -4.64889
N 1.21081 -1.55508 -4.78396
C 2.55619 -0.97639 -4.71399
N 3.20634 -1.30904 -3.44248
C 2.64326 -0.59202 -2.30539
P 0.83642 -0.98750 -2.14253
C 1.04094 -2.84440 -2.16314
C 0.24843 -0.89729 -3.91425
H 3.85293 -3.17866 -4.06883
H 3.73361 -2.97187 -2.29770
H 1.97033 -4.34932 -3.23683
H 0.25874 -3.40745 -4.67250
H 1.88327 -3.41390 -5.41663
H 2.49975 0.10480 -4.82045
H 3.15378 -1.38193 -5.53020
H 2.76811 0.47958 -2.44545
H 3.15471 -0.88552 -1.38635
H 0.06415 -3.32184 -2.25427
H 1.49302 -3.19336 -1.23687
H 0.10726 0.13078 -4.22308
H -0.71541 -1.40496 -3.98228
O 2.25081 2.32660 -4.47150
S 1.00567 2.77625 -3.91952
O -0.17100 2.76791 -4.73329
N 0.70517 1.80375 -2.57929
C 0.73962 2.49394 -1.50260
S 0.51004 1.77902 0.05568
C 0.99634 3.94786 -1.65633
C 1.05549 4.94009 -0.69323
C 1.30028 6.24244 -1.11280
C 1.48020 6.54141 -2.46081
C 1.41689 5.54777 -3.43443
C 1.17360 4.26518 -2.99578
H 0.90689 4.70905 0.35348
H 1.35112 7.03887 -0.38316
H 1.67134 7.56272 -2.76034
H 1.55282 5.77613 -4.48240

Cartesian forces, eV/Å:
-0.5 0.9 0.8
0.1 0.1 0.0
0.0 0.0 -0.2
-0.1 0.0 -0.1
0.0 -0.1 0.0
0.0 0.0 0.0
0.0 0.1 0.3
0.0 0.0 0.0
0.1 0.0 -0.1
0.7 0.0 -0.5
-0.1 -0.3 0.2
0.0 0.1 0.0
0.0 -0.1 0.0
0.1 0.0 -0.1
0.1 0.1 0.0
0.0 -0.1 0.0
0.0 0.1 -0.1
0.0 0.0 0.1
0.0 0.0 0.0
0.0 0.0 0.0
0.0 0.0 0.0
0.1 0.1 0.0
-0.2 -0.1 0.0
0.0 0.0 0.0
0.0 0.0 0.0
0.0 0.0 0.0
0.0 0.0 0.0
0.0 0.0 0.0
0.0 0.0 0.0
0.0 -0.1 0.0
0.1 0.0 0.0
0.0 0.0 0.0
0.0 0.0 0.0
0.0 0.0 0.0
0.0 0.0 0.0
0.0 0.0 0.0
0.0 0.0 0.0
0.0 0.0 0.0
0.0 0.0 0.0
-0.1 0.0 0.0
0.0 0.0 0.0
0.0 0.0 0.0
0.0 0.0 0.0
0.0 0.0 0.0
0.0 0.0 0.0
0.0 0.1 -0.1
0.1 0.1 0.1
0.0 -0.1 0.0
-0.2 -0.1 -0.4
0.2 -0.1 0.1
-0.4 -0.1 -0.5
-0.2 0.1 -0.3
0.3 0.2 0.3
-0.1 0.1 -0.2
0.2 0.3 0.1
0.0 -0.3 0.2
-0.2 0.0 -0.2
0.1 -0.2 0.4
0.0 0.0 0.0
0.0 0.0 0.0
0.0 0.0 0.0
0.0 0.1 0.0
0.0 0.0 0.0
0.0 0.0 0.0
0.0 0.0 0.0
0.0 0.0 0.0
0.1 -0.1 0.0
0.0 0.0 0.0
0.0 -0.1 -0.1
0.1 0.0 0.1
0.0 0.1 -0.1
-0.2 0.0 0.1
0.1 0.2 0.1
-0.5 0.1 -0.3
-0.1 -0.1 0.2
0.0 0.0 0.0
0.0 0.0 0.0
0.0 0.0 0.0
0.0 0.0 0.0
0.0 0.0 0.0
0.0 0.0 0.0
0.0 0.0 0.0
0.0 0.0 0.0
0.0 0.0 0.0
0.0 0.0 0.0
0.0 0.0 0.0
0.0 -0.1 0.1
0.0 0.1 0.0
0.0 0.0 0.0
0.0 0.0 0.0
-0.1 0.1 -0.2
0.1 0.0 0.0
-0.1 -0.4 -0.1
-0.1 0.3 -0.1
0.3 -0.7 0.2
0.0 0.0 0.1
0.0 0.0 0.0
0.0 0.0 -0.1
0.0 0.0 0.1
0.0 -0.1 0.0
0.0 0.0 0.0
0.0 0.0 0.0
0.0 0.0 0.0
0.0 0.0 0.0
0.0 0.0 0.0

Properties
LUMO energy (alpha / beta) in hartree: -0.3878 / -0.3936
Highest occupied orbital energy (alpha / beta) in eV: -14.10 / -14.19
Net charge: +3
Total energy in eV: -158618.4943
Relative energy (zero: lowest compared OMol25 entry of this formula, charge and spin) in kJ/mol: 12.2

Atom charges from the Löwdin analysis, given in e for atoms 1 to 8: Rh 0.6480; C -0.0246; C -0.2143; C -0.0139; C -0.0249; C -0.0112; C -0.2177; C -0.0509


Record 2
Density functional theory data (ωB97M-V with the def2-TZVPD basis set) for C3H2OS4 in the gas phase.

Element x y z (Å)
C -0.07678 0.79091 -0.93255
C -0.45955 0.09459 0.31314
C 0.37312 -0.96742 0.60647
H -2.14528 1.54526 -0.63205
H 2.20021 -1.37480 1.26178
O 1.55944 -0.53266 1.20088
S -1.34271 1.88350 -1.63995
S 1.17381 0.17172 -1.81608
S -1.39259 0.88642 1.47870
S 0.11033 -2.49752 0.15966

Cartesian forces, eV/Å:
-1.1 -0.7 -2.8
-2.4 5.1 1.8
4.3 -3.1 1.7
-0.5 0.4 0.1
-2.2 2.5 -0.2
0.1 -3.0 -0.3
1.6 -0.8 0.5
-0.6 1.3 0.4
1.1 -1.8 -1.4
-0.3 0.1 0.3

Properties
LUMO energy in hartree: -0.0954
Highest occupied orbital energy in eV: -9.14
SMILES: OC(=S)C(=S)C(=S)S
Total energy in eV: -48529.1856
Relative energy (zero: lowest compared OMol25 entry of this formula, charge and spin) in kJ/mol: 124.1

Atom charges from the natural (NBO) analysis, given in e for atoms 1 to 8: C -0.3384; C -0.2432; C 0.1422; H 0.1381; H 0.5095; O -0.6599; S 0.1154; S 0.1373


Record 3
Density functional theory data (ωB97M-V with the def2-TZVPD basis set) for a molecular structure, C6H14AsFIO3S2.

Element x y z (Å)
C 1.49839 2.43817 0.90427
C 1.05686 2.12224 -0.54153
I 2.55205 3.10430 -1.83792
C 1.13002 0.60867 -0.89424
As -0.62794 -0.36255 -0.64997
S -1.44188 0.77440 -2.52030
C -2.49002 -1.17871 -0.38220
C -3.27294 -0.31745 0.60898
O -4.17739 0.32167 0.25670
F -2.89045 -0.25943 1.91500
S 0.21028 -1.46123 1.23474
C 1.83596 -2.27490 0.89725
O -0.67381 -2.52300 1.75259
O 0.48165 -0.51267 2.33797
H 2.58125 2.24636 1.05851
H 1.35808 3.52017 1.12468
H 0.95547 1.85564 1.67436
H 0.07736 2.55198 -0.81773
H 1.38308 0.52958 -1.97174
H 1.99309 0.18749 -0.33512
H -0.15546 -1.57592 -1.51179
H -1.08271 0.81076 0.29484
H -1.32443 -0.04858 -3.59673
H -3.04423 -1.10038 -1.33493
H -2.47662 -2.25429 -0.11875
H 2.00961 -2.28498 -0.20147
H 2.64161 -1.63551 1.31456
H 1.89312 -3.28184 1.33998

Cartesian forces, eV/Å:
0.0 0.6 0.3
0.4 -1.0 0.4
-0.4 0.2 0.1
1.2 0.8 -0.4
-0.3 0.6 -1.0
-0.4 0.8 -0.9
-0.6 -0.7 0.8
1.8 -1.9 -0.6
-2.2 1.8 -0.3
0.3 -0.4 -0.6
0.3 -1.1 4.1
0.6 0.7 -0.8
0.2 -0.2 -1.3
0.4 0.3 -1.2
-0.6 -0.1 -0.3
0.0 -0.6 -0.2
0.0 0.1 -0.6
0.6 -0.1 0.1
-0.4 -0.3 0.6
-0.5 0.0 -0.1
0.1 -0.2 0.0
0.0 0.1 -0.1
0.2 0.0 0.7
0.4 0.2 0.5
0.3 0.6 0.4
-0.2 -0.3 0.6
-0.7 -0.3 -0.1
-0.4 0.5 -0.2

Properties
LUMO energy in hartree: 0.0906
Highest occupied orbital energy in eV: -5.18
Net charge: -1
Total energy in eV: -105917.6533

Atom charges from the natural (NBO) analysis, given in e for atoms 1 to 8: C -0.6676; C -0.2318; I -0.0336; C -0.7880; As 0.9007; S -0.5421; C -0.8581; C 0.8764


Record 4
Density functional theory data (ωB97M-V with the def2-TZVPD basis set) for C4H5Cl2P in the gas phase.

Element x y z (Å)
C -1.45247 -0.37832 -0.30793
C 0.89488 0.15141 -0.40983
C 0.89221 -0.79345 0.82361
C -0.51326 0.67500 -0.58529
P -0.68943 -1.76323 0.85086
Cl -3.05266 -0.03136 -0.56328
Cl -0.87223 1.83220 0.79117
H 1.51359 1.00808 -0.19469
H 1.20164 -0.46611 -1.30742
H 1.84926 -1.30006 0.84995
H 0.95904 -0.12210 1.65531
H -0.73059 1.18794 -1.60246

Cartesian forces, eV/Å:
1.9 -4.5 3.3
-0.2 -1.1 -0.3
0.2 0.7 -1.0
0.3 1.2 -1.5
-1.5 3.2 -2.8
-1.3 -0.3 -0.4
0.3 0.8 -0.3
0.7 0.1 -0.4
-0.3 1.1 0.8
-0.1 -0.7 -0.1
-0.4 0.2 1.0
0.5 -0.5 1.8

Properties
LUMO energy (alpha / beta) in hartree: -0.0264 / -0.0321
Highest occupied orbital energy (alpha / beta) in eV: -8.34 / -8.30
SMILES: ClC1=PCC[C@@H]1Cl
Total energy in eV: -38560.7082
Relative energy (zero: lowest compared OMol25 entry of this formula, charge and spin) in kJ/mol: 141.6

Atom charges from the natural (NBO) analysis, given in e for atoms 1 to 8: C -0.3286; C -0.4071; C -0.7483; C -0.2851; P 0.5846; Cl 0.0954; Cl -0.0865; H 0.2287


Record 5
Density functional theory data (ωB97M-V with the def2-TZVPD basis set) for a gas-phase ion, C5H12NS (charge -1).

Element x y z (Å)
C 0.99179 0.34870 0.00444
N -0.46793 0.26127 -0.01070
C -1.11085 0.99278 -1.07679
C -2.62376 0.91010 -0.95941
S -3.55289 2.03045 -2.05382
C 1.55710 -0.32765 1.24152
C 1.76330 -1.82820 1.13902
H 1.19898 1.40994 0.02962
H 1.43979 -0.02245 -0.92940
H -0.75795 -0.70843 0.02256
H -0.83664 0.66260 -2.08816
H -0.79815 2.01476 -0.96691
H -2.91135 -0.11452 -1.22891
H -2.89096 1.04092 0.06364
H 0.91218 -0.06109 2.07997
H 2.52484 0.12075 1.46554
H 2.14530 -2.11392 0.15166
H 2.53828 -2.17032 1.82927
H 0.87893 -2.44568 1.28687

Cartesian forces, eV/Å:
-1.1 0.0 0.0
0.7 -0.5 0.6
-0.6 -0.2 -0.2
0.0 -0.4 -1.1
0.1 0.1 0.0
0.3 0.2 0.0
0.4 -0.6 -0.4
0.3 0.4 0.1
0.2 -0.2 0.0
-0.1 0.0 -0.2
0.2 0.0 0.0
0.1 0.7 -0.1
0.0 -0.1 0.1
-0.2 0.3 0.9
-0.1 -0.1 0.0
0.2 0.1 0.0
0.0 0.2 0.0
-0.2 0.0 0.2
-0.2 0.2 0.2

Properties
LUMO energy in hartree: 0.1197
Highest occupied orbital energy in eV: -2.15
Net charge: -1
SMILES: CCCNCC[S-]
Total energy in eV: -17705.4486
Relative energy (zero: lowest compared OMol25 entry of this formula, charge and spin) in kJ/mol: 33.0

Atom charges from the natural (NBO) analysis, given in e for atoms 1 to 8: C -0.2061; N -0.6308; C -0.2307; C -0.5205; S -0.7316; C -0.4102; C -0.6098; H 0.1851


Record 6
Density functional theory data (ωB97M-V with the def2-TZVPD basis set) for a molecular structure, C34H42CaN4P2.

Element x y z (Å)
Ca 0.42203 2.17569 -0.77786
C -1.82369 1.84026 -5.10367
C -1.89923 0.57676 -4.67325
C -1.18327 -0.59750 -5.30922
C 0.27213 -0.19175 -5.69909
C 1.06141 0.63241 -4.69623
C 1.12428 1.96490 -4.74159
C 0.49338 2.78391 -5.86647
C -0.95100 2.29039 -6.22833
C 1.64731 0.94117 3.24086
H -2.52592 2.58867 -4.75714
H -2.70217 0.29654 -3.99351
H -1.75514 -0.77007 -6.25020
H -1.22475 -1.55086 -4.70382
H 0.81483 -1.08846 -6.06089
H 0.21541 0.48324 -6.56846
H 1.69002 0.04280 -4.04002
H 1.80959 2.51983 -4.10376
H 1.13690 2.60782 -6.75661
H 0.48341 3.88694 -5.66305
H -1.46837 3.05897 -6.82121
H -0.84369 1.42566 -6.90123
H 0.85185 1.62076 3.65423
H 2.68464 0.99998 3.61103
H 1.16490 -0.05041 3.34584
P 1.77297 -0.65157 0.77247
P -1.14916 -1.14454 0.69987
N 2.85897 0.77944 0.12186
N 3.05617 -1.77489 1.09118
N -1.93404 0.32350 -0.28407
N -2.69847 -2.01397 0.89596
C 1.20419 -1.22638 -0.90335
C -0.17996 -1.93834 -0.68113
C 2.78467 2.16800 0.56913
C 3.71403 2.86622 -0.18832
C 4.35078 1.98296 -1.08207
C 3.81873 0.71430 -0.87332
C 3.96013 -1.63254 2.16881
C 4.68560 -2.82276 2.30724
C 4.18761 -3.73685 1.31978
C 3.17348 -3.08986 0.62914
C -2.08523 1.60676 0.32357
C -2.33923 2.52855 -0.70532
C -2.55917 1.77715 -1.89702
C -2.35091 0.44499 -1.60473
C -3.87211 -2.17528 0.13817
C -4.75466 -3.03109 0.81352
C -4.16102 -3.32708 2.08159
C -2.93669 -2.66798 2.13053
H 1.94251 -1.73907 -1.55396
H 0.99769 -0.30893 -1.48892
H -0.70664 -2.13826 -1.61266
H 0.02404 -2.95673 -0.30721
H 2.49075 2.36391 1.58972
H 3.95478 3.92401 -0.04748
H 5.16313 2.23201 -1.76883
H 4.02416 -0.22664 -1.35945
H 3.96104 -0.71710 2.75577
H 5.52576 -2.97322 2.98044
H 4.59161 -4.71734 1.08476
H 2.50556 -3.41737 -0.15724
H -2.38147 1.60132 1.36300
H -2.54981 3.60305 -0.58908
H -2.87311 2.20637 -2.84889
H -2.56079 -0.44502 -2.18017
H -4.02020 -1.60653 -0.76520
H -5.71501 -3.39181 0.45656
H -4.59604 -3.94055 2.87378
H -2.24186 -2.51541 2.94715
C -1.96281 0.83122 4.17984
C -1.26692 0.41865 5.28185
C -1.20549 -0.95999 5.64945
C -0.83261 -1.32133 6.92176
C -0.48240 -0.34426 7.88051
C -0.51495 1.03189 7.53796
C -0.87846 1.40687 6.25655
H -2.64410 0.15462 3.69220
H -1.91996 1.90815 3.96588
H -1.59251 -1.67789 4.93476
H -0.80023 -2.35877 7.19137
H -0.19517 -0.63739 8.89187
H -0.24628 1.79975 8.26891
H -1.03567 2.46542 5.99517

Cartesian forces, eV/Å:
0.2 0.1 0.2
-0.2 -0.4 -0.1
-0.9 -0.2 -0.5
0.3 0.3 -0.1
0.2 -0.1 -0.8
0.0 -0.6 -0.3
0.4 0.2 -0.6
-0.4 -0.1 0.2
0.3 0.2 -0.9
-1.3 -0.4 -0.6
0.1 0.0 0.4
0.2 0.3 -0.1
0.5 -0.3 0.4
0.1 1.1 -0.5
0.0 0.4 0.5
0.3 -1.3 0.3
0.0 0.3 0.5
-0.1 -0.2 0.2
-0.4 0.4 0.4
0.1 -1.1 0.0
0.1 0.0 0.3
-0.5 1.0 0.0
1.3 -0.1 -0.1
-0.6 0.2 0.3
0.7 0.1 0.2
1.0 1.8 0.3
-2.2 1.4 -0.5
-0.4 0.7 0.4
1.0 -0.7 1.1
-0.2 0.2 0.9
-0.8 -0.3 0.6
-0.4 0.2 -0.8
0.6 -0.8 -0.2
1.3 -1.8 -0.7
-0.3 0.2 0.2
0.2 -0.6 -0.4
-0.8 0.8 0.5
0.1 -1.0 -0.4
-0.8 1.2 -0.7
-0.4 0.7 -0.3
0.5 0.3 0.2
-0.1 -0.9 -1.5
-0.9 -0.4 1.0
0.2 0.1 -0.1
0.6 0.1 0.8
-0.1 -1.0 0.6
1.2 1.0 -0.3
0.9 0.5 -0.1
-0.5 -0.2 -0.7
-0.6 -0.3 0.4
0.0 -0.2 0.2
-0.2 0.4 -0.1
-0.1 0.2 0.3
-0.8 -0.2 -0.1
-0.1 -0.5 -0.1
-0.4 -0.2 0.2
0.1 0.0 0.0
0.1 -0.2 -0.3
-0.4 0.0 -0.1
-0.3 0.2 0.2
0.3 -0.1 0.1
1.0 0.5 0.2
0.1 -0.8 0.0
0.2 -0.3 0.6
0.5 0.1 -0.1
0.1 -0.3 -0.1
0.2 0.3 0.0
0.3 0.4 -0.3
0.0 -0.3 -0.2
-0.1 1.1 -0.7
0.0 -0.2 1.8
-0.3 0.7 0.1
0.4 0.7 0.4
0.0 0.4 -0.4
0.2 -0.5 -0.2
-0.1 -0.2 -0.1
0.1 0.0 -0.5
-0.4 -0.6 -0.2
0.2 -0.1 0.1
0.0 -0.4 0.2
-0.1 0.0 -0.3
-0.2 -0.3 -0.2
0.3 -0.6 0.1

Properties
LUMO energy (alpha / beta) in hartree: -0.0130 / -0.0030
Highest occupied orbital energy (alpha / beta) in eV: -4.98 / -4.73
Total energy in eV: -78905.6090
Relative energy (zero: lowest compared OMol25 entry of this formula, charge and spin) in kJ/mol: 507.3

Atom charges from the Löwdin analysis, given in e for atoms 1 to 8: Ca 1.0432; C -0.1182; C -0.1368; C -0.1572; C -0.1943; C -0.1202; C -0.1358; C -0.1591